{"formula": "C41H31BIrN4O6P", "method": "ωB97M-V/def2-TZVPD", "s_squared": 8.863, "max_force_ev_per_a": 1.9, "spin_multiplicity": 6, "e_tot_ev": -74068.12679, "homo_ev": [-4.5, -5.8], "lumo_ev": [1.8628, 0.3715], "e_above_lowest_kcal_mol": 0.0, "total_charge": -1, "symbols": ["Ir", "O", "C", "O", "C", "O", "O", "C", "C", "C", "C", "C", "C", "P", "C", "C", "C", "C", "C", "C", "C", "C", "C", "C", "C", "C", "C", "C", "C", "C", "H", "H", "H", "H", "H", "H", "H", "H", "H", "H", "H", "H", "H", "H", "H", "H", "C", "O", "C", "C", "C", "C", "C", "C", "N", "N", "C", "C", "C", "C", "O", "C", "N", "C", "C", "C", "C", "H", "H", "H", "H", "H", "H", "H", "H", "H", "H", "H", "H", "B", "C", "N", "H", "H", "H"], "xyz": [[-21.49, -9.49, 0.09], [-22.90, -9.52, 4.55], [-23.06, -9.31, 3.42], [-23.28, -9.05, 2.30], [-20.41, -9.78, 2.90], [-19.69, -10.04, 3.81], [-20.20, -9.41, 1.72], [-26.92, -9.11, -3.08], [-26.02, -9.76, -3.93], [-24.71, -9.96, -3.54], [-24.29, -9.53, -2.28], [-25.22, -8.98, -1.41], [-26.53, -8.78, -1.80], [-22.52, -9.34, -1.92], [-21.73, -10.33, -3.21], [-22.06, -11.69, -3.23], [-21.53, -12.47, -4.24], [-20.61, -11.95, -5.14], [-20.29, -10.60, -5.12], [-20.87, -9.79, -4.14], [-22.17, -7.59, -2.34], [-22.65, -6.98, -3.45], [-22.29, -5.66, -3.76], [-21.50, -4.99, -2.88], [-21.07, -5.55, -1.66], [-20.34, -4.83, -0.67], [-20.06, -5.38, 0.53], [-20.42, -6.75, 0.81], [-21.06, -7.50, -0.14], [-21.42, -6.87, -1.37], [-27.96, -8.97, -3.40], [-26.31, -10.12, -4.90], [-24.04, -10.48, -4.19], [-24.90, -8.75, -0.40], [-27.24, -8.39, -1.08], [-22.67, -12.09, -2.43], [-21.78, -13.52, -4.24], [-20.18, -12.58, -5.90], [-19.52, -10.21, -5.77], [-20.56, -8.76, -4.11], [-23.27, -7.55, -4.10], [-22.62, -5.21, -4.70], [-21.19, -3.98, -3.08], [-20.05, -3.80, -0.88], [-19.50, -4.80, 1.27], [-20.11, -7.22, 1.73], [-13.21, -9.97, 1.28], [-12.91, -10.21, -0.08], [-13.70, -11.08, -0.75], [-14.73, -11.76, -0.14], [-15.46, -12.65, -0.90], [-15.24, -12.83, -2.29], [-14.13, -12.17, -2.83], [-13.40, -11.28, -2.09], [-16.14, -13.40, -3.14], [-17.26, -13.93, -2.65], [-18.28, -13.25, -2.12], [-19.26, -14.01, -1.44], [-20.25, -13.44, -0.66], [-20.33, -12.05, -0.53], [-21.21, -11.49, 0.24], [-19.42, -11.23, -1.27], [-19.54, -9.89, -1.10], [-18.71, -9.06, -1.69], [-17.72, -9.54, -2.55], [-17.54, -10.88, -2.76], [-18.40, -11.78, -2.08], [-12.40, -9.33, 1.66], [-13.23, -10.89, 1.85], [-14.20, -9.51, 1.41], [-14.94, -11.73, 0.92], [-16.27, -13.23, -0.47], [-13.90, -12.38, -3.87], [-12.57, -10.73, -2.51], [-19.15, -15.06, -1.54], [-20.98, -14.05, -0.13], [-18.85, -7.99, -1.59], [-17.04, -8.84, -3.03], [-16.84, -11.28, -3.45], [-26.23, -12.54, 1.06], [-24.97, -12.42, 0.04], [-24.06, -12.35, -0.67], [-27.03, -11.68, 0.81], [-25.76, -12.50, 2.19], [-26.75, -13.64, 0.90]], "lowdin_spin": [1.48, 0.04, 0.04, 0.08, 0.45, 0.24, 0.19, 0.00, 0.00, 0.00, 0.00, 0.00, 0.00, 0.01, 0.00, 0.00, 0.00, 0.00, 0.00, 0.00, 0.00, 0.01, -0.01, 0.01, 0.00, 0.04, 0.00, 0.06, 0.03, 0.02, 0.00, 0.00, 0.00, 0.00, 0.00, 0.00, 0.00, 0.00, 0.00, 0.00, 0.00, 0.00, 0.00, 0.00, 0.00, 0.01, 0.00, 0.05, 0.09, 0.00, 0.11, 0.03, 0.08, -0.02, 0.54, 0.54, 0.04, 0.13, -0.02, 0.14, 0.28, 0.05, 0.17, -0.01, 0.04, -0.01, 0.06, 0.00, 0.00, 0.00, 0.00, 0.01, 0.00, 0.00, 0.01, 0.00, 0.00, 0.00, 0.00, 0.00, 0.00, 0.00, 0.00, 0.00, 0.00]}

=====

{"formula": "C41H32AsF6FeO2P", "method": "ωB97M-V/def2-TZVPD", "max_force_ev_per_a": 2.1, "spin_multiplicity": 1, "e_tot_ev": -167950.88286, "homo_ev": [-8.0, -8.0], "lumo_ev": [0.2692, 0.2638], "total_charge": 0, "symbols": ["Fe", "O", "C", "C", "C", "C", "C", "C", "C", "P", "C", "C", "C", "C", "C", "C", "C", "C", "C", "C", "C", "C", "H", "H", "H", "H", "H", "H", "H", "H", "H", "H", "H", "H", "H", "H", "C", "C", "O", "C", "F", "F", "F", "C", "F", "F", "F", "H", "H", "H", "C", "C", "C", "C", "C", "C", "As", "C", "C", "C", "C", "C", "C", "C", "C", "C", "C", "C", "C", "H", "H", "H", "H", "H", "H", "H", "H", "H", "H", "H", "H", "H", "H", "H"], "xyz": [[0.83, -0.99, -0.09], [0.82, -1.87, 1.94], [0.84, -0.68, 1.63], [0.86, 0.56, 2.50], [0.71, 0.61, 3.87], [0.63, 1.86, 4.48], [0.70, 3.01, 3.70], [0.87, 2.95, 2.32], [0.96, 1.70, 1.71], [1.21, 1.35, -0.08], [3.04, 1.32, -0.19], [3.88, 1.33, 0.92], [5.26, 1.26, 0.75], [5.81, 1.20, -0.51], [4.98, 1.20, -1.63], [3.60, 1.26, -1.46], [0.92, 2.98, -0.88], [1.87, 3.99, -0.90], [1.58, 5.22, -1.48], [0.33, 5.45, -2.04], [-0.62, 4.44, -2.03], [-0.33, 3.22, -1.45], [0.64, -0.31, 4.44], [0.50, 1.93, 5.55], [0.62, 3.98, 4.18], [0.93, 3.85, 1.73], [3.47, 1.36, 1.92], [5.90, 1.25, 1.63], [6.88, 1.15, -0.64], [5.40, 1.14, -2.62], [2.96, 1.23, -2.34], [2.85, 3.83, -0.47], [2.33, 6.00, -1.49], [0.11, 6.40, -2.50], [-1.60, 4.61, -2.47], [-1.07, 2.43, -1.46], [4.47, -2.80, -1.02], [2.96, -2.64, -0.92], [2.63, -1.49, -0.25], [2.34, -2.56, -2.34], [1.07, -2.05, -2.26], [2.24, -3.72, -3.00], [3.03, -1.72, -3.13], [2.39, -3.90, -0.21], [2.79, -3.93, 1.07], [2.80, -5.05, -0.77], [1.04, -3.93, -0.21], [4.88, -1.92, -1.51], [4.77, -3.70, -1.56], [4.87, -2.84, -0.01], [-3.85, 3.10, 0.31], [-4.02, 2.36, -0.85], [-3.40, 1.12, -0.99], [-2.61, 0.62, 0.03], [-2.44, 1.36, 1.20], [-3.05, 2.60, 1.34], [-1.68, -1.08, -0.10], [-2.52, -2.01, 1.38], [-3.75, -1.61, 1.90], [-4.33, -2.31, 2.95], [-3.69, -3.42, 3.48], [-2.47, -3.83, 2.97], [-1.89, -3.13, 1.92], [-2.63, -1.90, -1.58], [-1.92, -2.32, -2.70], [-2.58, -2.91, -3.77], [-3.95, -3.08, -3.73], [-4.67, -2.66, -2.62], [-4.01, -2.07, -1.55], [-4.33, 4.06, 0.42], [-4.64, 2.74, -1.65], [-3.54, 0.55, -1.90], [-1.83, 0.98, 2.01], [-2.91, 3.17, 2.24], [-4.25, -0.73, 1.51], [-5.29, -1.99, 3.35], [-4.14, -3.96, 4.30], [-1.97, -4.69, 3.38], [-0.94, -3.45, 1.52], [-0.85, -2.20, -2.74], [-2.02, -3.24, -4.63], [-4.47, -3.53, -4.56], [-5.75, -2.79, -2.58], [-4.58, -1.76, -0.68]], "lowdin_charge": [0.23, 0.01, -0.45, -0.21, -0.01, -0.06, -0.07, -0.05, -0.30, 1.13, -0.37, -0.07, -0.07, -0.09, -0.08, -0.11, -0.34, -0.09, -0.08, -0.08, -0.08, -0.09, 0.12, 0.10, 0.10, 0.11, 0.11, 0.10, 0.10, 0.11, 0.11, 0.11, 0.10, 0.10, 0.10, 0.08, 0.03, -0.45, -0.19, -0.51, 0.06, 0.17, 0.16, -0.55, 0.17, 0.14, 0.12, 0.08, 0.10, 0.10, -0.08, -0.08, -0.11, -0.39, -0.12, -0.07, 1.39, -0.34, -0.11, -0.08, -0.09, -0.07, -0.10, -0.36, -0.09, -0.07, -0.08, -0.08, -0.11, 0.10, 0.10, 0.10, 0.10, 0.11, 0.10, 0.10, 0.10, 0.11, 0.08, 0.07, 0.11, 0.10, 0.10, 0.10]}

=====

{"formula": "C41H32AuN6O2", "method": "ωB97M-V/def2-TZVPD", "max_force_ev_per_a": 1.6, "spin_multiplicity": 1, "e_tot_ev": -59757.77815, "homo_ev": [-9.8, -9.8], "lumo_ev": [-4.3395, -4.3411], "total_charge": 1, "symbols": ["Au", "C", "O", "C", "C", "C", "C", "C", "C", "N", "N", "C", "C", "O", "C", "C", "C", "C", "C", "C", "C", "C", "H", "H", "H", "H", "H", "H", "H", "H", "H", "H", "H", "H", "H", "C", "C", "C", "C", "C", "C", "N", "C", "C", "C", "C", "C", "C", "H", "H", "H", "H", "H", "H", "H", "H", "H", "H", "N", "C", "C", "C", "C", "C", "C", "N", "C", "C", "C", "C", "N", "C", "C", "H", "H", "H", "H", "H", "H", "H", "H", "H"], "xyz": [[0.08, 0.68, -0.52], [-3.85, 1.41, -1.71], [-2.56, 1.82, -1.28], [-2.50, 2.89, -0.43], [-3.60, 3.50, 0.16], [-3.42, 4.61, 0.97], [-2.16, 5.13, 1.20], [-1.05, 4.51, 0.63], [-1.22, 3.39, -0.17], [-0.09, 2.72, -0.74], [0.82, 3.48, -1.16], [1.95, 3.08, -1.77], [2.14, 1.78, -2.31], [1.30, 0.80, -2.21], [3.33, 1.54, -3.07], [4.26, 2.51, -3.26], [4.10, 3.83, -2.73], [5.07, 4.82, -2.95], [4.90, 6.08, -2.46], [3.73, 6.39, -1.74], [2.77, 5.43, -1.51], [2.93, 4.13, -2.00], [-4.38, 2.23, -2.19], [-4.45, 1.03, -0.87], [-3.69, 0.61, -2.42], [-4.59, 3.13, -0.03], [-4.29, 5.08, 1.41], [-2.02, 5.99, 1.83], [-0.05, 4.87, 0.82], [3.45, 0.54, -3.47], [5.15, 2.29, -3.83], [5.96, 4.56, -3.52], [5.64, 6.85, -2.63], [3.59, 7.39, -1.36], [1.88, 5.68, -0.95], [0.73, 3.84, 3.86], [1.59, 3.22, 2.96], [1.14, 2.17, 2.18], [-0.19, 1.73, 2.29], [-1.05, 2.38, 3.18], [-0.59, 3.42, 3.96], [-0.61, 0.69, 1.48], [-1.70, -0.12, 1.85], [-1.88, -0.51, 3.18], [-2.89, -1.40, 3.51], [-3.74, -1.91, 2.53], [-3.56, -1.53, 1.21], [-2.54, -0.65, 0.87], [1.09, 4.66, 4.47], [2.62, 3.54, 2.88], [1.81, 1.67, 1.50], [-2.09, 2.09, 3.22], [-1.26, 3.92, 4.64], [-1.21, -0.15, 3.94], [-3.01, -1.71, 4.54], [-4.53, -2.60, 2.79], [-4.21, -1.91, 0.44], [-2.40, -0.34, -0.16], [0.22, -6.44, -1.68], [0.34, -7.75, -1.25], [0.26, -8.97, -1.91], [0.43, -10.10, -1.14], [0.66, -10.01, 0.25], [0.73, -8.80, 0.90], [0.57, -7.65, 0.13], [0.59, -6.32, 0.51], [0.39, -5.64, -0.58], [0.33, -4.18, -0.61], [0.06, -3.45, -1.76], [0.02, -2.08, -1.70], [0.22, -1.41, -0.55], [0.51, -2.11, 0.56], [0.57, -3.48, 0.57], [0.07, -6.15, -2.63], [0.09, -9.04, -2.98], [0.38, -11.07, -1.60], [0.79, -10.93, 0.81], [0.91, -8.74, 1.96], [-0.13, -3.92, -2.72], [-0.18, -1.47, -2.57], [0.67, -1.52, 1.46], [0.80, -4.02, 1.48]], "lowdin_charge": [1.34, -0.06, -0.14, -0.24, 0.00, -0.06, -0.07, -0.02, -0.19, -0.06, 0.14, -0.14, -0.31, -0.15, 0.01, 0.02, -0.17, -0.02, -0.07, -0.06, -0.02, -0.10, 0.10, 0.09, 0.10, 0.11, 0.11, 0.11, 0.11, 0.12, 0.13, 0.12, 0.11, 0.11, 0.10, -0.08, -0.08, -0.06, -0.33, -0.04, -0.07, -0.06, -0.32, -0.04, -0.07, -0.09, -0.08, -0.07, 0.11, 0.11, 0.09, 0.12, 0.11, 0.12, 0.11, 0.10, 0.11, 0.07, 0.17, -0.18, -0.02, -0.08, -0.08, -0.01, -0.22, 0.19, -0.28, -0.10, 0.02, -0.10, -0.08, -0.08, 0.04, 0.15, 0.11, 0.11, 0.11, 0.12, 0.12, 0.12, 0.12, 0.13]}

=====

{"formula": "C41H32FMnN4O8P", "method": "ωB97M-V/def2-TZVPD", "s_squared": 1.159, "max_force_ev_per_a": 1.2, "spin_multiplicity": 2, "e_tot_ev": -108708.32064, "homo_ev": [-2.0, -1.7], "lumo_ev": [4.1405, 4.1406], "e_above_lowest_kcal_mol": 8.4, "total_charge": -2, "symbols": ["Mn", "O", "C", "C", "C", "C", "C", "C", "C", "N", "C", "C", "N", "C", "C", "C", "C", "C", "C", "C", "O", "H", "H", "H", "H", "H", "H", "H", "H", "H", "H", "H", "H", "H", "H", "O", "C", "O", "C", "C", "C", "C", "C", "C", "P", "C", "C", "C", "C", "C", "C", "C", "C", "C", "C", "C", "C", "H", "H", "H", "H", "H", "H", "H", "H", "H", "H", "H", "H", "H", "H", "F", "C", "C", "N", "C", "C", "O", "O", "C", "O", "N", "C", "O", "H", "H", "H", "H"], "xyz": [[0.16, 1.37, -0.25], [0.69, 0.81, 1.59], [1.77, 0.28, 2.03], [1.82, -0.26, 3.35], [2.94, -0.86, 3.85], [4.13, -0.95, 3.09], [4.12, -0.42, 1.83], [2.98, 0.19, 1.28], [3.08, 0.68, -0.08], [2.13, 1.12, -0.81], [2.49, 1.56, -2.17], [1.21, 1.69, -3.00], [0.27, 2.39, -2.15], [-0.48, 3.30, -2.62], [-1.25, 4.21, -1.80], [-2.07, 5.15, -2.44], [-2.74, 6.14, -1.76], [-2.57, 6.20, -0.36], [-1.76, 5.31, 0.30], [-1.06, 4.25, -0.37], [-0.34, 3.44, 0.28], [0.91, -0.19, 3.94], [2.92, -1.27, 4.85], [5.01, -1.43, 3.50], [5.02, -0.47, 1.22], [4.10, 0.63, -0.51], [3.17, 0.84, -2.64], [2.99, 2.53, -2.11], [0.82, 0.71, -3.23], [1.42, 2.24, -3.93], [-0.50, 3.49, -3.70], [-2.16, 5.09, -3.52], [-3.38, 6.84, -2.27], [-3.09, 6.96, 0.21], [-1.62, 5.37, 1.37], [-1.44, -0.02, -3.28], [-0.86, -0.75, -2.46], [-0.10, -0.45, -1.51], [-0.97, -2.26, -2.66], [-2.04, -2.74, -3.41], [-2.24, -4.10, -3.57], [-1.36, -5.00, -2.98], [-0.29, -4.52, -2.24], [-0.07, -3.15, -2.08], [1.30, -2.51, -1.00], [0.52, -2.97, 0.62], [-0.42, -2.08, 1.14], [-1.11, -2.38, 2.30], [-0.88, -3.57, 2.97], [0.06, -4.47, 2.46], [0.74, -4.17, 1.29], [2.60, -3.81, -1.18], [3.55, -3.95, -0.16], [4.70, -4.70, -0.34], [4.95, -5.33, -1.56], [4.03, -5.18, -2.59], [2.88, -4.43, -2.40], [-2.70, -2.01, -3.85], [-3.08, -4.46, -4.15], [-1.51, -6.07, -3.08], [0.38, -5.23, -1.76], [-0.62, -1.15, 0.62], [-1.84, -1.67, 2.67], [-1.42, -3.80, 3.88], [0.25, -5.40, 2.97], [1.44, -4.90, 0.90], [3.39, -3.45, 0.79], [5.42, -4.79, 0.47], [5.85, -5.91, -1.70], [4.22, -5.65, -3.54], [2.18, -4.32, -3.22], [-6.02, 4.20, 0.91], [-4.92, 4.15, 1.69], [-4.12, 3.07, 1.70], [-2.99, 2.99, 2.47], [-2.16, 1.77, 2.49], [-2.47, 0.88, 1.27], [-3.46, 0.14, 1.39], [-1.75, 1.03, 0.26], [-2.64, 4.02, 3.31], [-1.70, 3.98, 4.08], [-3.47, 5.13, 3.24], [-4.62, 5.32, 2.49], [-5.27, 6.35, 2.55], [-4.35, 2.20, 1.10], [-2.41, 1.21, 3.40], [-1.11, 2.07, 2.51], [-3.19, 5.90, 3.82]], "lowdin_spin": [0.96, 0.01, 0.00, 0.00, 0.00, 0.00, 0.00, 0.00, 0.00, 0.00, 0.00, 0.00, 0.01, 0.00, 0.00, 0.00, 0.00, 0.00, 0.00, 0.00, 0.00, 0.00, 0.00, 0.00, 0.00, 0.00, 0.00, 0.00, 0.00, 0.00, 0.00, 0.00, 0.00, 0.00, 0.00, 0.00, 0.00, 0.01, 0.00, 0.00, 0.00, 0.00, 0.00, 0.00, 0.00, 0.00, 0.00, 0.00, 0.00, 0.00, 0.00, 0.00, 0.00, 0.00, 0.00, 0.00, 0.00, 0.00, 0.00, 0.00, 0.00, 0.00, 0.00, 0.00, 0.00, 0.00, 0.00, 0.00, 0.00, 0.00, 0.00, 0.00, 0.00, 0.00, 0.00, 0.00, 0.00, 0.00, 0.00, 0.00, 0.00, 0.00, 0.00, 0.00, 0.00, 0.00, 0.00, 0.00]}

=====

{"formula": "C41H33AuN6Se", "method": "ωB97M-V/def2-TZVPD", "s_squared": 2.063, "max_force_ev_per_a": 0.2, "spin_multiplicity": 3, "e_tot_ev": -121030.15501, "homo_ev": [-0.8, -0.8], "lumo_ev": [3.9439, 3.7536], "e_above_lowest_kcal_mol": 0.0, "total_charge": -2, "symbols": ["Au", "N", "C", "C", "C", "C", "C", "C", "C", "C", "C", "C", "C", "C", "N", "C", "C", "C", "C", "N", "H", "H", "H", "H", "H", "H", "H", "H", "H", "H", "Se", "N", "C", "C", "C", "C", "N", "C", "N", "H", "H", "H", "C", "C", "C", "C", "C", "H", "H", "H", "H", "H", "H", "H", "H", "H", "H", "C", "C", "C", "C", "C", "C", "C", "C", "C", "C", "C", "C", "C", "C", "C", "H", "H", "H", "H", "H", "H", "H", "H", "H", "H"], "xyz": [[-1.25, -0.30, -0.78], [-6.44, 3.45, 7.31], [-5.83, 3.07, 6.41], [-5.08, 2.60, 5.29], [-3.77, 3.04, 5.08], [-3.05, 2.58, 4.00], [-3.60, 1.66, 3.08], [-4.92, 1.24, 3.31], [-5.65, 1.69, 4.39], [-2.86, 1.18, 1.91], [-3.48, 1.39, 0.64], [-4.65, 2.12, 0.36], [-4.77, 2.18, -1.03], [-3.68, 1.50, -1.55], [-2.90, 1.02, -0.55], [-1.55, 0.64, 2.11], [-0.86, 0.55, 3.34], [0.41, 0.00, 3.08], [0.45, -0.25, 1.72], [-0.72, 0.10, 1.13], [-3.33, 3.76, 5.76], [-2.05, 2.94, 3.82], [-5.36, 0.54, 2.62], [-6.66, 1.34, 4.55], [-5.30, 2.58, 1.09], [-5.54, 2.67, -1.60], [-3.42, 1.34, -2.59], [-1.24, 0.85, 4.30], [1.21, -0.17, 3.78], [1.28, -0.63, 1.15], [-5.24, -2.62, -2.67], [-4.81, -2.10, -4.35], [-3.67, -1.44, -4.25], [-2.98, -0.84, -5.31], [-1.78, -0.18, -5.04], [-1.29, -0.12, -3.76], [-1.91, -0.70, -2.70], [-3.09, -1.35, -2.90], [-3.76, -1.91, -1.92], [-3.39, -0.89, -6.31], [-1.22, 0.30, -5.83], [-0.36, 0.39, -3.54], [1.33, -3.81, -1.67], [0.30, -3.02, -0.85], [0.61, -3.22, 0.63], [-1.09, -3.58, -1.15], [0.41, -1.54, -1.29], [1.32, -4.86, -1.39], [2.34, -3.41, -1.51], [1.11, -3.74, -2.74], [0.47, -4.27, 0.90], [-0.05, -2.62, 1.26], [1.64, -2.94, 0.86], [-1.13, -4.64, -0.86], [-1.32, -3.51, -2.22], [-1.87, -3.05, -0.61], [0.27, -1.55, -2.37], [1.68, -0.92, -1.04], [2.76, -0.38, -0.84], [4.01, 0.21, -0.60], [4.65, -0.06, 0.67], [5.67, 0.75, 1.22], [6.24, 0.49, 2.45], [5.82, -0.60, 3.22], [4.81, -1.40, 2.71], [4.24, -1.14, 1.48], [4.56, 1.05, -1.64], [5.94, 1.29, -1.81], [6.43, 2.07, -2.84], [5.58, 2.64, -3.78], [4.21, 2.40, -3.66], [3.72, 1.63, -2.62], [5.99, 1.64, 0.68], [7.01, 1.15, 2.83], [6.27, -0.80, 4.19], [4.44, -2.25, 3.29], [3.45, -1.78, 1.11], [6.64, 0.83, -1.12], [7.50, 2.21, -2.93], [5.97, 3.25, -4.59], [3.52, 2.83, -4.37], [2.65, 1.46, -2.55]], "lowdin_spin": [0.00, 0.02, 0.01, 0.04, 0.00, 0.03, 0.04, 0.03, 0.00, 0.27, 0.01, 0.10, 0.03, 0.09, 0.03, 0.01, 0.11, 0.03, 0.10, 0.02, 0.00, 0.00, 0.00, 0.00, 0.01, 0.00, 0.01, 0.01, 0.00, 0.01, 0.21, 0.21, -0.01, 0.18, 0.05, 0.15, 0.09, -0.02, 0.12, 0.01, 0.00, 0.01, 0.00, 0.00, 0.00, 0.00, 0.00, 0.00, 0.00, 0.00, 0.00, 0.00, 0.00, 0.00, 0.00, 0.00, 0.00, 0.00, 0.00, 0.00, 0.00, 0.00, 0.00, 0.00, 0.00, 0.00, 0.00, 0.00, 0.00, 0.00, 0.00, 0.00, 0.00, 0.00, 0.00, 0.00, 0.00, 0.00, 0.00, 0.00, 0.00, 0.00]}